Computed, not measured: a structure of composition C38H42F5HfN3O2P3S2Se at a distorted geometry, with ωB97M-V with the def2-TZVPD basis set.

As for the expectation value of S²: 0.773. The gap between HOMO and LUMO (alpha / beta) comes out at 6.2 / 7.2 eV. Its net charge is +2. The value obtained for the highest occupied orbital energy (alpha / beta) is -11.415 / -12.562 eV. The calculation puts the LUMO energy (alpha / beta) at -5.25 / -5.32 eV. Its spin multiplicity is 2. The value obtained for the relative energy (zero: lowest compared OMol25 entry of this formula, charge and spin) is 41.2 kcal per mole.

Element x y z (Å)
Hf 0.124 -1.273 0.651
C 5.790 -0.226 1.771
C 5.073 -1.378 2.365
O 3.753 -0.944 2.958
P 2.693 -0.084 2.226
S 0.975 -0.639 3.140
S 2.540 -0.377 0.230
O 3.137 1.401 2.445
C 3.117 1.874 3.860
C 3.679 3.280 3.866
H 6.774 -0.577 1.442
H 5.920 0.614 2.462
H 5.283 0.143 0.870
H 5.560 -1.824 3.250
H 4.756 -2.151 1.646
H 3.745 1.177 4.387
H 2.045 1.864 4.161
H 4.764 3.326 3.822
H 3.360 3.751 4.789
H 3.308 3.841 2.987
N -2.078 -0.607 -1.843
P -0.443 -1.108 -2.049
C 0.254 0.153 -3.123
C 1.404 0.818 -2.755
C 1.832 1.936 -3.451
C 1.108 2.266 -4.571
C -0.062 1.578 -4.962
C -0.513 0.506 -4.278
C -0.509 -2.651 -2.956
C -1.564 -3.557 -2.840
C -1.577 -4.736 -3.591
C -0.517 -4.967 -4.467
C 0.558 -4.075 -4.607
C 0.554 -2.942 -3.830
P -2.418 -0.247 -0.220
C -3.893 -1.210 0.162
C -4.249 -1.482 1.502
C -5.424 -2.142 1.774
C -6.256 -2.580 0.721
C -5.894 -2.313 -0.601
C -4.723 -1.615 -0.905
C -2.881 1.478 -0.133
C -3.638 1.880 0.952
C -3.965 3.201 1.132
C -3.440 4.183 0.265
C -2.642 3.764 -0.800
C -2.379 2.429 -1.041
H -2.620 -0.414 -2.655
H 1.934 0.554 -1.867
H 2.783 2.387 -3.131
H 1.424 3.107 -5.150
H -0.615 2.003 -5.846
H -1.390 -0.072 -4.515
H -2.316 -3.365 -2.112
H -2.414 -5.435 -3.541
H -0.577 -5.822 -5.088
H 1.334 -4.289 -5.345
H 1.320 -2.134 -3.908
H -3.616 -1.083 2.279
H -5.727 -2.381 2.788
H -7.125 -3.161 0.953
H -6.558 -2.594 -1.400
H -4.395 -1.492 -1.934
H -3.975 1.107 1.589
H -4.637 3.512 1.947
H -3.717 5.203 0.369
H -2.338 4.528 -1.503
H -1.817 2.131 -1.899
N 0.460 5.214 0.822
C -0.345 4.661 1.972
C -0.608 3.183 1.731
N 0.517 2.335 1.378
C 1.234 2.934 0.291
C 1.710 4.379 0.440
H 0.767 6.160 1.044
H -0.109 5.241 -0.031
H -1.256 5.275 2.026
H 0.296 4.876 2.812
H -1.348 3.053 0.961
H -1.074 2.772 2.644
H 1.175 2.132 2.160
H 0.557 2.884 -0.575
H 2.127 2.377 0.071
H 2.101 4.778 -0.495
H 2.409 4.479 1.297
F 0.526 -7.243 2.404
C 0.980 -6.139 1.825
C 1.169 -4.977 2.515
F 1.029 -4.828 3.806
C 1.512 -3.930 1.599
F 2.551 -3.141 1.961
C 0.587 -3.405 0.469
Se -1.338 -3.374 0.520
C 1.486 -4.549 0.199
F 2.495 -4.375 -0.692
C 1.171 -5.946 0.487
F 1.217 -6.871 -0.488

***

Computed, not measured: a cluster of 2 separate species, C38H42N3 in total at a distorted geometry, with ωB97M-V with the def2-TZVPD basis set.

The gap between HOMO and LUMO comes out at 5.0 eV. Its net charge is +1. The value obtained for the highest occupied orbital energy is -9.690 eV. The calculation puts the LUMO energy at -4.65 eV. The value obtained for the relative energy (zero: lowest compared OMol25 entry of this formula, charge and spin) is 10.5 kcal per mole.

Element x y z (Å)
C 6.818 0.246 0.420
C 5.538 0.528 -0.285
C 5.056 -0.362 -1.232
C 3.877 -0.125 -1.917
C 3.354 -1.103 -2.909
C 3.159 1.044 -1.654
N 1.896 1.254 -2.329
C 0.680 0.839 -1.965
N -0.303 1.224 -2.789
C -1.717 1.288 -2.485
C -2.151 2.165 -1.488
C -1.159 3.022 -0.785
C -3.493 2.201 -1.154
C -4.420 1.393 -1.793
C -5.859 1.474 -1.414
C -3.972 0.523 -2.777
C -2.635 0.455 -3.134
C -2.167 -0.505 -4.170
C 0.281 2.034 -3.906
C 1.792 2.041 -3.597
C 3.621 1.950 -0.693
C 2.828 3.167 -0.369
C 4.804 1.676 -0.027
H 7.065 1.027 1.139
H 6.759 -0.698 0.963
H 7.645 0.174 -0.288
H 5.607 -1.263 -1.429
H 2.399 -0.771 -3.323
H 4.052 -1.225 -3.739
H 3.190 -2.076 -2.442
H -1.634 3.710 -0.084
H -0.459 2.397 -0.227
H -0.587 3.612 -1.504
H -3.826 2.867 -0.378
H -6.471 0.781 -1.991
H -5.994 1.239 -0.357
H -6.246 2.480 -1.585
H -4.679 -0.119 -3.268
H -2.990 -1.107 -4.561
H -1.713 0.021 -5.011
H -1.421 -1.183 -3.752
H 0.043 1.569 -4.868
H -0.146 3.040 -3.897
H 2.198 3.046 -3.447
H 2.378 1.552 -4.379
H 3.331 3.784 0.378
H 2.675 3.780 -1.259
H 1.848 2.893 0.023
H 5.156 2.369 0.715
C -2.741 0.273 4.927
C -2.558 -0.679 3.810
N -3.592 -1.191 3.073
C -5.010 -0.888 3.263
C -3.086 -2.047 2.078
C -1.685 -2.052 2.191
C -0.920 -2.759 1.256
C -1.560 -3.484 0.281
C -2.952 -3.513 0.201
C -3.721 -2.792 1.081
C -1.339 -1.205 3.318
C -0.045 -0.864 3.772
C 1.202 -1.443 3.336
C 1.398 -2.838 3.213
C 2.581 -3.338 2.727
C 3.596 -2.482 2.337
C 3.443 -1.114 2.477
C 2.284 -0.599 2.999
H -1.788 0.556 5.370
H -3.237 1.181 4.584
H -3.358 -0.164 5.712
H -5.621 -1.441 2.552
H -5.312 -1.165 4.273
H -5.190 0.177 3.122
H 0.153 -2.718 1.290
H -0.972 -4.040 -0.430
H -3.425 -4.114 -0.558
H -4.793 -2.800 1.004
H 0.026 -0.013 4.430
H 0.604 -3.505 3.503
H 2.710 -4.403 2.629
H 4.508 -2.880 1.924
H 4.229 -0.448 2.163
H 2.165 0.466 3.116

***

> Which value of net charge does entry 2 give?

+1

***

> What is the net charge in the first record?

+2